Here is C19H43O2P3Pb as an isolated structure in a non-equilibrium geometry from the OMol25 dataset. Energies are from wB97M-V/def2-TZVPD.

Its net charge is +4. The calculation puts the HOMO-LUMO gap (alpha / beta) at 0.1111 / 0.1666 hartree. The maximum force comes out at 4.66 eV/A. For the energy above the lowest of the compared OMol25 structures with the same formula, charge and spin, the calculation gives 0.000 eV.

The geometry in XYZ format:
```
68
C19H43O2P3Pb (wB97M-V/def2-TZVPD)
H 4.0078 -1.3974 1.2707
H 2.4016 2.9589 2.8326
O -0.7306 1.5047 -1.7967
H 1.2440 -3.3451 -1.1353
H 4.1867 1.3567 0.5364
H -2.3240 -3.8326 1.2055
H 1.0448 -1.5347 4.4421
P 1.7818 -0.9697 2.1873
H -1.8177 1.5797 3.5475
C 1.0349 -2.0578 3.4763
C 0.4171 0.4049 -3.5752
O -2.0860 0.7508 3.1131
P 1.9446 2.3507 0.4863
C -2.0264 0.4048 -3.4359
H -3.1261 2.0079 -5.4247
H 2.0174 4.4571 -0.6533
H 3.5728 1.5777 -1.1417
C -2.1790 2.5656 -5.5436
H 0.3146 3.8690 -0.6121
C 2.5513 0.2398 3.3312
H -1.5517 -2.1156 -2.1161
H -3.5317 -0.6252 3.4931
C -1.5079 -3.1936 1.5625
H -2.2125 -0.6156 4.6550
H -1.9464 -2.4013 2.1845
H -4.6988 0.4882 5.1946
H 3.1876 4.0715 1.6372
H 1.4110 4.1945 1.9619
H -3.8596 1.9454 4.5932
H 1.3269 0.9468 -3.3449
C 2.2712 3.5090 1.8846
H 1.6189 -2.9847 3.5625
H 1.4866 3.1470 -1.7806
C -1.9776 -2.3842 -1.1375
H 3.7537 -2.2349 2.8407
H 0.0339 -1.3598 0.1743
H 1.7872 0.6692 3.9901
H -2.0312 3.4742 -4.9377
C 1.3710 3.5713 -0.7678
C -1.2904 2.1885 -6.4724
C -2.8858 0.0353 4.0799
H 3.0404 -2.8927 1.3273
H -0.0428 -4.6111 -0.8988
H -2.4798 -3.3684 -1.1842
H -2.9091 1.0140 -3.2402
H -0.8320 -3.8115 2.1591
H 4.1867 2.9962 -0.2088
H -3.1798 1.0010 5.9807
C 3.2930 -1.9745 1.8727
H -1.4619 1.2784 -7.0961
H -0.0010 -2.3114 3.2351
C 3.6455 2.0359 -0.1415
H 1.0877 -4.1322 0.4810
P -0.6884 -2.6005 0.0757
H 3.0391 1.0438 2.7694
Pb -0.6983 1.3952 0.4378
H -2.6952 -1.6032 -0.8173
H -3.0646 -1.1382 -4.5086
H -0.9111 -2.1989 -5.3636
C -3.7056 0.9346 5.0092
H 1.3018 -1.1145 -4.7285
H 3.3038 -0.2858 3.9382
C -0.7693 0.8747 -2.9585
C -2.0825 -0.7053 -4.2712
H -0.3694 2.7668 -6.7016
C 0.3498 -0.7037 -4.3947
C -0.8825 -1.2994 -4.7190
C 0.5418 -3.8065 -0.4211
```